(1)
DFT (ωB97M-V/def2-TZVPD) results for C28H36FeN4O2P2 as an isolated structure at a distorted geometry.

```
! wB97M-V def2-TZVPD RIJCOSX def2/J DEFGRID3
* xyz 0 5
Fe 1.60 -1.84 3.99
C -1.34 2.20 3.89
C -1.40 1.04 3.25
C -0.74 0.63 1.95
C 0.64 -0.04 2.07
C 1.71 0.86 2.59
C 1.69 2.18 2.88
C 0.65 3.20 2.60
C -0.46 3.38 3.67
C 0.41 -3.45 4.44
H -2.15 2.42 4.60
H -1.97 0.25 3.76
H -0.66 1.43 1.21
H -1.43 -0.11 1.51
H 0.51 -1.01 2.62
H 0.96 -0.33 1.05
H 2.66 0.31 2.74
H 2.60 2.57 3.35
H 0.18 3.14 1.61
H 1.21 4.15 2.61
H 0.02 3.66 4.63
H -1.10 4.24 3.38
H -0.35 -3.02 5.12
H 1.09 -4.16 4.96
H -0.05 -3.87 3.53
P 1.50 -0.96 -1.32
P -2.08 -0.58 -1.18
N 2.87 0.12 -1.64
N 2.13 -2.24 -2.41
N -2.41 1.18 -1.38
N -3.57 -1.04 -2.01
C 0.39 -0.22 -2.60
C -1.00 -0.86 -2.66
C 3.90 0.35 -0.73
C 4.91 1.07 -1.37
C 4.51 1.28 -2.73
C 3.26 0.68 -2.86
C 2.33 -3.55 -1.97
C 2.74 -4.33 -3.05
C 2.82 -3.46 -4.19
C 2.45 -2.18 -3.77
C -2.69 2.08 -0.33
C -2.46 3.39 -0.79
C -2.03 3.29 -2.15
C -2.06 1.94 -2.50
C -4.30 -0.38 -3.01
C -5.41 -1.16 -3.33
C -5.33 -2.37 -2.55
C -4.19 -2.28 -1.77
H 0.81 -0.27 -3.61
H 0.30 0.84 -2.36
H -1.51 -0.52 -3.58
H -0.93 -1.96 -2.74
H 3.78 0.04 0.30
H 5.84 1.41 -0.94
H 5.07 1.79 -3.51
H 2.59 0.69 -3.71
H 2.14 -3.79 -0.93
H 2.97 -5.38 -3.03
H 3.11 -3.74 -5.20
H 2.38 -1.26 -4.34
H -3.09 1.72 0.60
H -2.58 4.31 -0.22
H -1.71 4.11 -2.78
H -1.84 1.47 -3.45
H -3.99 0.57 -3.41
H -6.20 -0.89 -4.02
H -6.04 -3.18 -2.55
H -3.73 -2.97 -1.07
O -0.71 -0.44 6.24
C 0.50 -0.15 6.21
O 1.42 -0.57 5.42
H 0.85 0.59 6.97
*
```

Properties
E_HOMO (spin up / spin down) = -8.500 / -8.500 eV
M = 578.41 g mol⁻¹
relative energy (zero: lowest compared OMol25 entry of this formula, charge and spin) = 100.7 kJ/mol
energy = -92635.95272 eV

(2)
DFT (ωB97M-V/def2-TZVPD) results for an isolated molecule of C22H33N3O2.

```
! wB97M-V def2-TZVPD RIJCOSX def2/J DEFGRID3
* xyz 0 1
C 8.39 0.53 0.78
O 7.64 -0.62 1.07
C 6.32 -0.66 0.67
C 5.65 -1.85 1.00
C 4.33 -2.04 0.67
C 3.67 -1.02 -0.01
N 2.39 -0.92 -0.47
C 2.22 0.30 -1.06
C 0.88 0.63 -1.64
N -0.17 0.21 -0.72
C -0.17 0.99 0.50
C -1.20 0.40 1.47
N -2.54 0.33 0.92
C -3.25 1.60 0.95
C -4.68 1.49 0.49
C -5.57 0.58 0.86
C -6.96 0.58 0.32
C -5.27 -0.55 1.81
C -2.54 -0.33 -0.37
C -2.31 -1.84 -0.19
C -3.04 -2.67 -1.24
O -4.43 -2.55 -1.04
C -1.49 0.26 -1.33
C 3.39 1.01 -1.01
C 3.66 2.38 -1.54
C 4.34 0.18 -0.34
C 5.68 0.36 0.00
H 9.38 0.34 1.19
H 8.46 0.71 -0.29
H 7.96 1.42 1.27
H 6.21 -2.61 1.52
H 3.82 -2.96 0.92
H 1.65 -1.58 -0.34
H 0.74 0.09 -2.58
H 0.82 1.71 -1.86
H 0.82 0.94 0.95
H -0.40 2.05 0.30
H -1.22 0.99 2.39
H -0.89 -0.62 1.73
H -3.24 1.94 2.00
H -2.75 2.38 0.35
H -4.98 2.26 -0.21
H -7.16 -0.37 -0.18
H -7.69 0.69 1.13
H -7.12 1.38 -0.39
H -6.09 -0.68 2.51
H -5.15 -1.46 1.23
H -4.34 -0.37 2.35
H -3.53 -0.19 -0.80
H -2.70 -2.13 0.79
H -1.25 -2.07 -0.23
H -2.73 -3.72 -1.16
H -2.77 -2.31 -2.25
H -4.89 -3.04 -1.72
H -1.47 -0.33 -2.25
H -1.77 1.29 -1.59
H 4.32 2.33 -2.41
H 2.74 2.87 -1.85
H 4.15 2.99 -0.79
H 6.18 1.28 -0.26
*
```

Properties
E_HOMO = -7.616 eV
M = 371.52 g mol⁻¹
relative energy (zero: lowest compared OMol25 entry of this formula, charge and spin) = 279.2 kJ/mol
energy = -31914.21717 eV
SMILES = COc1ccc2[nH]c(CN3CCN(CC=C(C)C)[C@H](CCO)C3)c(C)c2c1

(3)
DFT (ωB97M-V/def2-TZVPD) results for an isolated molecule of C19H22N6O3 at a distorted geometry.

```
! wB97M-V def2-TZVPD RIJCOSX def2/J DEFGRID3
* xyz 0 1
C -2.54 4.23 -4.65
O -1.17 4.08 -4.33
C -0.88 3.21 -3.38
N -1.86 2.55 -2.78
C -1.46 1.70 -1.82
N -2.41 0.99 -1.20
C -2.16 0.11 -0.10
C -2.51 0.75 1.26
C -2.37 -0.29 2.37
C -1.60 1.94 1.53
N -0.19 1.50 -1.47
C 0.69 2.20 -2.16
O 1.99 2.11 -1.85
C 2.46 1.04 -1.15
C 3.63 1.24 -0.38
C 4.13 0.16 0.29
C 3.43 -1.06 0.14
O 3.91 -2.13 0.77
C 3.19 -3.35 0.59
C 1.89 -3.36 1.36
C 0.67 -3.32 0.71
C -0.51 -3.32 1.43
C -0.48 -3.35 2.82
C 0.74 -3.37 3.48
C 1.92 -3.38 2.75
N 2.35 -1.16 -0.61
N 1.87 -0.13 -1.24
N 0.42 3.08 -3.11
H -3.10 4.57 -3.78
H -2.97 3.28 -4.98
H -2.58 4.97 -5.44
H -3.36 1.23 -1.45
H -1.10 -0.15 -0.13
H -2.76 -0.80 -0.24
H -3.55 1.09 1.22
H -3.04 -1.13 2.19
H -2.61 0.15 3.33
H -1.35 -0.67 2.40
H -1.72 2.70 0.76
H -1.85 2.40 2.49
H -0.56 1.63 1.55
H 4.09 2.22 -0.35
H 5.02 0.21 0.89
H 2.99 -3.51 -0.47
H 3.86 -4.12 0.97
H 0.64 -3.28 -0.37
H -1.46 -3.30 0.92
H -1.40 -3.35 3.38
H 0.77 -3.39 4.56
H 2.87 -3.39 3.26
*
```

Properties
E_HOMO = -8.749 eV
M = 382.42 g mol⁻¹
relative energy (zero: lowest compared OMol25 entry of this formula, charge and spin) = 55.7 kJ/mol
energy = -35143.24585 eV
SMILES = COc1nc(NCC(C)C)nc(Oc2ccc(OCc3ccccc3)nn2)n1

(4)
DFT (ωB97M-V/def2-TZVPD) results for a 8-piece molecular cluster, C48H40F8 overall at a distorted geometry.

```
! wB97M-V def2-TZVPD RIJCOSX def2/J DEFGRID3
* xyz 0 1
F -0.63 -3.72 -0.42
C -1.50 -4.54 0.18
C -1.03 -5.76 0.77
C -1.88 -6.48 1.52
C -3.22 -6.05 1.65
C -3.72 -4.93 1.00
C -2.85 -4.21 0.20
H 0.01 -6.03 0.64
H -1.66 -7.34 2.14
H -3.94 -6.68 2.15
H -4.76 -4.66 1.08
H -3.25 -3.37 -0.35
F -1.05 -3.33 8.94
C -0.69 -3.20 7.66
C 0.28 -4.03 7.08
C 0.67 -3.83 5.77
C 0.13 -2.79 5.06
C -0.82 -1.94 5.65
C -1.28 -2.13 6.94
H 0.65 -4.90 7.60
H 1.33 -4.52 5.25
H 0.40 -2.66 4.02
H -1.13 -1.14 5.00
H -1.84 -1.36 7.46
F -0.80 -0.04 -8.94
C -0.42 -0.37 -7.67
C -1.28 -1.19 -6.92
C -0.86 -1.47 -5.59
C 0.38 -1.15 -5.12
C 1.21 -0.40 -5.93
C 0.78 0.07 -7.17
H -2.21 -1.57 -7.31
H -1.54 -2.06 -4.99
H 0.76 -1.55 -4.19
H 2.20 -0.25 -5.53
H 1.52 0.67 -7.68
F -4.06 2.91 -1.73
C -3.19 2.56 -2.72
C -1.86 2.57 -2.50
C -0.98 2.16 -3.49
C -1.49 1.89 -4.74
C -2.84 1.99 -5.03
C -3.72 2.33 -3.97
H -1.59 2.72 -1.46
H 0.09 2.25 -3.37
H -0.79 1.55 -5.48
H -3.22 1.78 -6.02
H -4.79 2.25 -4.11
F 2.94 -1.09 4.93
C 2.96 -0.14 3.96
C 1.98 0.86 3.84
C 2.07 1.82 2.86
C 3.19 1.81 1.96
C 4.18 0.86 2.12
C 4.07 -0.09 3.12
H 1.16 0.74 4.54
H 1.26 2.54 2.78
H 3.24 2.55 1.18
H 5.04 0.87 1.48
H 4.87 -0.77 3.39
F 5.75 -0.40 -2.96
C 4.80 0.52 -2.58
C 3.41 0.18 -2.46
C 2.52 1.15 -2.13
C 2.95 2.44 -1.84
C 4.28 2.77 -2.01
C 5.20 1.85 -2.41
H 3.06 -0.81 -2.68
H 1.50 0.82 -1.99
H 2.18 3.10 -1.47
H 4.62 3.77 -1.81
H 6.22 2.19 -2.51
F 1.29 6.56 2.82
C 0.45 5.70 2.20
C 1.01 4.77 1.30
C 0.25 3.75 0.74
C -1.11 3.69 1.07
C -1.69 4.70 1.81
C -0.89 5.64 2.43
H 2.03 4.88 0.96
H 0.75 3.00 0.14
H -1.69 2.90 0.61
H -2.76 4.74 1.92
H -1.42 6.29 3.11
F 0.26 -1.03 -1.29
C -0.68 -0.72 -0.35
C -0.37 -0.53 0.96
C -1.26 0.00 1.85
C -2.57 0.23 1.49
C -2.92 0.14 0.12
C -1.98 -0.35 -0.77
H 0.66 -0.60 1.29
H -0.95 0.07 2.88
H -3.31 0.53 2.21
H -3.89 0.42 -0.27
H -2.18 -0.41 -1.83
*
```

Properties
E_HOMO = -9.122 eV
M = 768.83 g mol⁻¹
relative energy (zero: lowest compared OMol25 entry of this formula, charge and spin) = 154.4 kJ/mol
energy = -72162.79511 eV
SMILES = Fc1ccccc1.Fc1ccccc1.Fc1ccccc1.Fc1ccccc1.Fc1ccccc1.Fc1ccccc1.Fc1ccccc1.Fc1ccccc1